No. 1
Density functional theory data (ωB97M-V/def2-TZVPD) for a 2-piece molecular cluster, C6H14N3O overall in a non-equilibrium geometry.

```
24
C6H14N3O ωB97M-V/def2-TZVPD
C -1.82557 0.45010 -0.04053
C 2.90006 -0.17482 -1.23833
C 1.82654 0.95390 -1.29217
C 2.05274 -1.32214 -0.73502
C 1.02675 0.57521 0.01334
C 1.28645 1.43634 1.28754
N -0.66807 0.98043 -0.23708
N -2.89822 0.12339 0.29908
N -4.57969 -1.56299 1.16407
O 1.18635 -0.73521 0.18140
H 3.54666 -0.32481 -2.10323
H 3.63986 -0.09179 -0.36510
H 2.17189 1.92033 -1.19223
H 1.13614 0.69798 -2.03718
H 1.45259 -1.59381 -1.61216
H 2.63915 -2.08777 -0.17836
H 2.34428 1.65637 1.39822
H 0.94709 0.81967 2.22920
H 0.62895 2.37493 1.19833
H -0.74915 1.78267 -0.79389
H -3.62137 -0.67871 0.60702
H -4.64885 -1.62115 2.17881
H -5.46098 -1.20393 0.65375
H -4.33357 -2.37418 0.61452
```

- total energy (eV) = -12958.469
- largest force on an atom (eV/A) = 3.97
- HOMO energy (Ha) = -0.513
- energy relative to the best compared isomer or geometry (same formula, charge and spin) (kJ/mol) = 121.0
- charge = +1
- HOMO-LUMO gap (eV) = 11.17

Results of the natural (NBO) charge analysis, in e, for atoms 1 through 2: atom 1 (C): 0.699, atom 2 (C): -0.427

No. 2
Density functional theory data (ωB97M-V/def2-TZVPD) for an isolated ion of composition C6H14N3S and charge +1 in a non-equilibrium geometry.

```
24
C6H14N3S ωB97M-V/def2-TZVPD
C -1.47393 0.34676 0.09141
C 0.50907 1.56588 -0.31588
C 1.16549 0.70085 0.87461
C 2.67183 0.63868 0.60698
C 0.68855 -1.75941 -1.04350
C -4.17490 0.45137 -0.19816
N -0.83903 1.22994 -0.41518
N 0.50395 -0.51214 1.13741
N 0.96993 -1.65441 0.41612
S -2.78838 -0.57012 0.44099
H 0.61166 2.62478 -0.07955
H 0.99524 1.38037 -1.27880
H 0.98221 1.29019 1.77928
H 2.91696 0.14623 -0.33405
H 3.16893 0.12393 1.42976
H 3.06676 1.65099 0.56504
H 1.28050 -1.03056 -1.59668
H 0.93120 -2.76072 -1.39511
H -0.37088 -1.56193 -1.20829
H -3.81157 1.44164 -0.44798
H -4.91792 0.50343 0.59213
H -4.58783 -0.04348 -1.07193
H 0.50981 -2.44752 0.88641
H 1.99238 -1.75477 0.56496
```

- total energy (eV) = -21744.802
- largest force on an atom (eV/A) = 2.79
- HOMO energy (spin up / spin down) (Ha) = -0.451 / -0.451
- energy relative to the best compared isomer or geometry (same formula, charge and spin) (kJ/mol) = 368.4
- charge = +1
- HOMO-LUMO gap (spin up / spin down) (eV) = 8.54 / 8.54

Results of the natural (NBO) charge analysis, in e, for atoms 1 through 2: atom 1 (C): 0.279, atom 2 (C): -0.258

No. 3
Density functional theory data (ωB97M-V/def2-TZVPD) for C6H14N4O4S as an isolated structure in a non-equilibrium geometry.

```
29
C6H14N4O4S ωB97M-V/def2-TZVPD
C -3.48682 1.22639 -0.20452
C 0.18995 -1.53835 0.78052
C 2.01024 2.53554 -0.75605
C -3.66578 -1.16648 -0.97273
C 2.42289 1.75726 0.49574
C -2.99293 -0.21495 0.05068
N 0.72067 -2.56995 1.55764
N 1.04263 -0.67808 0.00532
N -1.55661 -0.37336 -0.04506
N -1.10814 -1.30360 0.76201
O -4.62658 1.39346 -0.55038
O -2.53912 2.18521 -0.14631
O 1.80170 -0.05993 2.29408
O -0.05490 1.18202 1.27325
S 1.18270 0.50345 1.10737
H 2.82464 2.83305 -1.44776
H 1.32344 1.74303 -1.16361
H 1.39203 3.50243 -0.49955
H -3.57235 -0.68708 -1.90269
H -3.29291 -2.20101 -0.90630
H -4.72251 -1.06190 -0.87258
H 2.74865 2.27552 1.43998
H 3.25260 1.00716 0.30444
H -3.28236 -0.43344 1.03009
H 1.57930 -2.23012 2.07667
H 0.11242 -2.88309 2.20065
H 0.51257 -0.48238 -0.80752
H -1.72008 1.87932 0.17599
H -1.64810 -1.90242 1.32849
```

- total energy (eV) = -31430.819
- largest force on an atom (eV/A) = 5.11
- HOMO energy (spin up / spin down) (Ha) = -0.266 / -0.266
- energy relative to the best compared isomer or geometry (same formula, charge and spin) (kJ/mol) = 124.2
- charge = 0
- HOMO-LUMO gap (spin up / spin down) (eV) = 7.61 / 7.61

Results of the natural (NBO) charge analysis, in e, for atoms 1 through 2: atom 1 (C): 0.797, atom 2 (C): 0.423

No. 4
Density functional theory data (ωB97M-V/def2-TZVPD) for an isolated ion of composition C6H14NO and charge -1 in a non-equilibrium geometry.

```
22
C6H14NO ωB97M-V/def2-TZVPD
C 2.11275 -0.57709 0.58305
N 1.59272 0.19512 1.75917
C 0.74441 1.34092 1.42558
C -0.75373 1.04877 0.96676
C -1.06903 0.79616 -0.56665
C -1.62606 -0.62725 -0.88427
C -0.66764 -1.36242 -1.93090
O 0.46845 -0.80613 -2.31696
H 3.19139 -0.33472 0.51670
H 1.83239 -1.61092 0.62607
H 1.61011 -0.42364 -0.47209
H 1.05326 -0.47997 2.32590
H 1.28287 2.03260 0.74799
H 0.44118 1.91826 2.30282
H -1.15515 2.05169 1.09056
H -1.14117 0.16990 1.46964
H -0.16471 0.90863 -1.18402
H -1.68901 1.60006 -0.96300
H -1.40199 -1.14212 0.04862
H -2.68367 -0.76421 -1.18690
H -0.64042 -2.38449 -1.53066
H -1.33695 -1.54914 -2.82741
```

- total energy (eV) = -9984.483
- SMILES string = CNCCCCC[O-]
- largest force on an atom (eV/A) = 3.43
- HOMO energy (Ha) = -0.089
- energy relative to the best compared isomer or geometry (same formula, charge and spin) (kJ/mol) = 206.5
- charge = -1
- HOMO-LUMO gap (eV) = 6.46

Results of the natural (NBO) charge analysis, in e, for atoms 1 through 2: atom 1 (C): -0.499, atom 2 (N): -0.653

No. 5
Density functional theory data (ωB97M-V/def2-TZVPD) for a 2-piece molecular cluster, C6H14NO overall in a non-equilibrium geometry.

```
22
C6H14NO ωB97M-V/def2-TZVPD
C 2.34083 -0.07880 1.36762
C 1.73247 1.03486 0.51182
C 0.26863 0.88317 -0.01715
C -0.63018 -0.23356 0.34165
C -0.80328 -0.76777 1.55395
C -1.51818 -2.13489 -0.83392
N -1.44430 -0.77235 -0.68087
H 1.67826 -0.51522 2.09186
H 2.68779 -0.90874 0.75203
H 3.17535 0.32339 1.94331
H 1.98797 1.99560 0.94129
H 2.31743 1.01761 -0.40656
H -0.14862 1.88847 0.12794
H 0.33069 1.01362 -1.09563
H -1.57609 -1.51280 1.62300
H -0.19510 -0.56722 2.41744
H -2.27126 -2.51834 -1.50364
H -0.96307 -2.81338 -0.22870
H -2.09095 -0.18413 -1.17513
H -0.97328 1.18398 -2.64320
H -2.09131 2.20412 -2.81399
O -1.81378 1.46239 -2.27312
```

- spin multiplicity = 2
- total energy (eV) = -9983.596
- largest force on an atom (eV/A) = 2.51
- HOMO energy (spin up / spin down) (Ha) = -0.210 / -0.326
- energy relative to the best compared isomer or geometry (same formula, charge and spin) (kJ/mol) = 103.7
- charge = 0
- HOMO-LUMO gap (spin up / spin down) (eV) = 6.29 / 9.43
- <S²> = 0.754

Results of the natural (NBO) charge analysis, in e, for atoms 1 through 2: atom 1 (C): -0.608, atom 2 (C): -0.389

No. 6
Density functional theory data (ωB97M-V/def2-TZVPD) for a 2-piece molecular cluster, C6H14NO overall in a non-equilibrium geometry.

```
22
C6H14NO ωB97M-V/def2-TZVPD
C -0.00281 0.78951 2.67011
C -0.88832 -0.11656 1.80578
C -0.08705 -0.77730 0.66531
C 0.36799 0.03957 -0.50611
C 1.33872 0.91561 -0.65994
C -1.73866 0.75168 -1.59469
N -0.60420 0.04153 -1.60942
H 1.02959 0.56818 2.46123
H -0.10179 1.82156 2.34236
H -0.19248 0.85676 3.75268
H -1.30199 -0.97314 2.35798
H -1.70295 0.49611 1.40909
H 0.80999 -1.29957 1.07862
H -0.80526 -1.52023 0.32576
H 1.69800 1.34708 -1.58576
H 1.91159 1.23679 0.25440
H -2.48230 0.71153 -2.43204
H -1.88499 1.46429 -0.74974
H -0.22287 -0.29234 -2.49450
H 1.61277 -2.55417 -3.13061
H 1.93085 -1.64157 -1.82894
O 1.31618 -1.86530 -2.53156
```

- spin multiplicity = 2
- total energy (eV) = -9983.472
- largest force on an atom (eV/A) = 3.49
- HOMO energy (spin up / spin down) (Ha) = -0.202 / -0.338
- energy relative to the best compared isomer or geometry (same formula, charge and spin) (kJ/mol) = 115.7
- charge = 0
- HOMO-LUMO gap (spin up / spin down) (eV) = 6.16 / 9.87
- <S²> = 0.754

Results of the natural (NBO) charge analysis, in e, for atoms 1 through 2: atom 1 (C): -0.622, atom 2 (C): -0.385

No. 7
Density functional theory data (ωB97M-V/def2-TZVPD) for one molecule with the formula C6H14NO3PS.

```
26
C6H14NO3PS ωB97M-V/def2-TZVPD
C -3.01290 -1.23057 1.13113
O -2.10784 -0.29446 0.53421
C -1.08375 0.10536 1.31032
O -1.04019 -0.07909 2.49305
N -0.04654 0.73942 0.56964
C 0.85090 -0.23756 -0.07088
C 2.32354 0.06307 0.22437
C 3.22217 -1.16104 0.02217
S 4.04566 -1.18164 -1.60501
P -0.47295 2.12450 -0.40803
C -1.39918 1.41937 -1.83268
O -1.76632 2.65996 0.46693
H -2.48070 -1.89354 1.80810
H -3.44282 -1.79718 0.30996
H -3.80208 -0.70511 1.66543
H 0.61208 -1.23252 0.31119
H 0.69259 -0.28238 -1.15447
H 2.38732 0.43765 1.24482
H 2.65217 0.85465 -0.45042
H 2.64301 -2.08025 0.09916
H 3.98479 -1.20692 0.79634
H 3.47583 -2.29070 -2.08626
H -0.85557 1.68896 -2.74024
H -2.39040 1.86630 -1.88846
H -1.49238 0.33772 -1.80146
H -1.49642 3.37603 1.05110
```

- total energy (eV) = -34206.047
- SMILES string = COC(=O)N(CCCS)P(C)O
- largest force on an atom (eV/A) = 0.70
- HOMO energy (Ha) = -0.318
- energy relative to the best compared isomer or geometry (same formula, charge and spin) (kJ/mol) = 193.4
- charge = 0
- HOMO-LUMO gap (eV) = 9.44

Results of the natural (NBO) charge analysis, in e, for atoms 1 through 2: atom 1 (C): -0.257, atom 2 (O): -0.526

No. 8
Density functional theory data (ωB97M-V/def2-TZVPD) for a 2-piece molecular cluster, C6H14NOP overall in a non-equilibrium geometry.

```
23
C6H14NOP ωB97M-V/def2-TZVPD
C -3.48608 0.32545 0.78587
C -2.19940 0.82619 0.26597
C 4.02367 0.64581 0.29928
C 2.49145 0.76054 0.17359
C 1.95587 -0.59486 -0.27426
C 1.11997 -0.93046 -1.25355
N -3.48665 -1.04000 0.34769
O -1.99668 0.15465 -0.95815
P -2.59486 -1.31146 -0.99756
H -3.68738 0.52908 1.87303
H -4.21381 0.95756 0.29865
H -2.21662 1.87991 0.09978
H -1.28015 0.79730 0.80577
H 4.45800 0.27744 -0.57154
H 4.56474 1.50161 0.46814
H 4.32833 0.02811 1.17886
H 2.06388 1.46997 -0.58950
H 2.19114 0.86543 1.20272
H -1.37688 -2.09746 -0.36605
H 2.11384 -1.42659 0.40438
H 0.75552 -1.93537 -1.50005
H 0.86515 -0.18634 -2.09276
H -4.39303 -1.49653 0.39968
```

- spin multiplicity = 3
- total energy (eV) = -19269.086
- largest force on an atom (eV/A) = 5.08
- HOMO energy (spin up / spin down) (Ha) = -0.149 / -0.348
- energy relative to the best compared isomer or geometry (same formula, charge and spin) (kJ/mol) = 161.0
- charge = 0
- HOMO-LUMO gap (spin up / spin down) (eV) = 4.87 / 7.55
- <S²> = 2.005

Results of the natural (NBO) charge analysis, in e, for atoms 1 through 2: atom 1 (C): -0.273, atom 2 (C): -0.098

No. 9
Density functional theory data (ωB97M-V/def2-TZVPD) for a 2-piece molecular cluster, C6H14NOPS overall in a non-equilibrium geometry.

```
24
C6H14NOPS ωB97M-V/def2-TZVPD
C -0.68723 -0.03274 0.73783
C -1.02177 1.71790 2.50015
C -0.90159 -3.48419 -0.89739
C 0.63020 1.96674 -2.19397
C 1.97542 0.70888 -0.19118
C 0.15529 -1.15100 0.49807
N -0.40673 0.57676 1.98608
O -1.54922 0.36114 -0.02098
P 0.24942 -2.02668 -1.00140
S 1.35654 2.26054 -0.58703
H -1.49513 2.22856 1.58244
H -1.74276 1.72252 3.18111
H -0.21403 2.42580 2.86226
H -0.50742 -4.27829 -0.08862
H -0.80185 -3.97463 -1.92856
H -1.87470 -3.16478 -0.74424
H 1.19450 2.58519 -2.96733
H -0.43756 2.31060 -2.17851
H 0.59292 0.94854 -2.26011
H 2.27248 0.17018 -1.07061
H 2.71015 0.69801 0.56877
H 0.79120 -1.45121 1.29717
H 0.30572 0.09767 2.60387
H -0.59386 -1.21549 -1.68781
```

- spin multiplicity = 3
- total energy (eV) = -30106.002
- largest force on an atom (eV/A) = 6.62
- HOMO energy (spin up / spin down) (Ha) = -0.246 / -0.333
- energy relative to the best compared isomer or geometry (same formula, charge and spin) (kJ/mol) = 161.0
- charge = 0
- HOMO-LUMO gap (spin up / spin down) (eV) = 7.52 / 7.57
- <S²> = 2.012

Results of the natural (NBO) charge analysis, in e, for atoms 1 through 2: atom 1 (C): 0.584, atom 2 (C): -0.408

No. 10
Density functional theory data (ωB97M-V/def2-TZVPD) for a 2-piece molecular cluster, C6H14NS4 overall in a non-equilibrium geometry.

```
25
C6H14NS4 ωB97M-V/def2-TZVPD
C -1.22587 2.54360 -0.08949
C -1.28827 1.47325 -1.18065
C 0.01263 2.46257 0.65907
C -0.16641 -0.41443 0.77518
C 2.79741 -0.03047 -0.12579
C -1.59819 -2.73797 0.72389
N 1.57187 -0.92534 -0.28040
S -1.20197 -0.29669 -0.64855
S 0.40529 1.00272 1.70527
S -0.98999 -3.31842 -0.86332
S -0.40348 -1.83794 1.81267
H -1.34411 3.41863 -0.67538
H -2.09806 2.36161 0.64158
H -2.28497 1.53823 -1.71742
H -0.61992 1.73644 -1.91037
H 0.82231 2.43922 -0.07713
H 0.33217 3.22624 1.21710
H 2.80780 0.81460 -0.84409
H 2.87434 0.28929 0.99508
H 3.67210 -0.57711 -0.41337
H -1.82268 -3.57165 1.36185
H -2.39467 -2.08293 0.57737
H 1.86752 -1.75825 0.21709
H 1.40013 -1.13767 -1.21310
H -1.12496 -4.61756 -0.64709
```

- total energy (eV) = -51271.610
- largest force on an atom (eV/A) = 4.66
- HOMO energy (Ha) = -0.469
- energy relative to the best compared isomer or geometry (same formula, charge and spin) (kJ/mol) = 155.6
- charge = +1
- HOMO-LUMO gap (eV) = 9.09

Results of the natural (NBO) charge analysis, in e, for atoms 1 through 2: atom 1 (C): -0.430, atom 2 (C): -0.493

No. 11
Density functional theory data (ωB97M-V/def2-TZVPD) for one molecule with the formula C6H14O.

```
21
C6H14O ωB97M-V/def2-TZVPD
C 2.47209 -1.28827 -0.84984
O 1.13560 -1.15954 -0.44233
C 0.84333 0.14872 -0.01494
C -0.65784 0.31301 0.23153
C -0.91041 1.79146 0.54499
C -1.41709 -0.09570 -1.03433
C -1.10653 -0.55947 1.40946
H 2.72664 -0.52691 -1.60539
H 2.59156 -2.28205 -1.28619
H 3.17036 -1.17542 -0.00501
H 1.16256 0.86900 -0.79161
H 1.41138 0.38682 0.90302
H -0.36014 2.10823 1.43981
H -1.97538 1.97922 0.72375
H -0.59398 2.42940 -0.28970
H -1.22764 -1.14740 -1.26744
H -1.09497 0.50292 -1.89576
H -2.49587 0.04790 -0.90121
H -0.88962 -1.61530 1.21887
H -2.18611 -0.45886 1.57548
H -0.59795 -0.26776 2.33684
```

- total energy (eV) = -8496.340
- SMILES string = COCC(C)(C)C
- largest force on an atom (eV/A) = 0.27
- HOMO energy (Ha) = -0.361
- energy relative to the best compared isomer or geometry (same formula, charge and spin) (kJ/mol) = 53.3
- charge = 0
- HOMO-LUMO gap (eV) = 10.76

Results of the natural (NBO) charge analysis, in e, for atoms 1 through 2: atom 1 (C): -0.243, atom 2 (O): -0.545